1.
A structure of composition C39H66BrNO3PPtSi4 in a non-equilibrium geometry. Source: the OMol25 dataset; level of theory: wB97M-V/def2-TZVPD.

E_HOMO (spin up / spin down) = -0.1581 / -0.1580 Ha
LUMO level (spin up / spin down) = 0.049 / 0.049 Eh
frontier orbital gap (spin up / spin down) = 5.65 / 5.65 eV
net charge = -1

Last column: Löwdin charge in e.
Geometry (Å):
Pt -0.04 -0.06 -0.22  0.677
C -3.85 -2.06 -0.80  -0.100
C -2.80 -1.93 -1.90  -0.462
C -3.06 -3.00 -2.96  -0.108
P -1.02 -1.79 -1.39  1.029
C -0.19 -1.78 -3.06  -0.504
C -0.69 -0.63 -3.93  -0.136
C 1.34 -1.70 -2.92  -0.116
C -0.25 -3.25 -0.70  -0.286
C -0.46 -4.54 -1.20  -0.041
C 0.27 -5.63 -0.76  -0.291
C 0.00 -7.02 -1.29  -0.069
C 1.26 -5.38 0.19  -0.048
C 1.50 -4.11 0.68  -0.014
C 0.73 -3.00 0.26  -0.331
N 0.92 -1.72 0.72  -0.092
C 1.90 -1.47 1.72  -0.230
C 1.68 -1.83 3.06  -0.191
C 0.54 -2.72 3.48  -0.024
C 2.61 -1.44 4.03  -0.016
C 3.78 -0.76 3.71  -0.278
C 4.74 -0.30 4.78  -0.059
C 4.04 -0.53 2.36  -0.034
C 3.13 -0.89 1.37  -0.217
C 3.48 -0.68 -0.08  -0.059
H -4.83 -2.18 -1.28  0.082
H -3.87 -1.19 -0.16  0.049
H -3.66 -2.93 -0.17  0.076
H -2.94 -0.95 -2.37  0.093
H -3.09 -3.99 -2.50  0.074
H -2.33 -3.02 -3.77  0.057
H -4.04 -2.81 -3.40  0.080
H -0.42 -2.74 -3.53  0.092
H -0.49 0.33 -3.43  0.021
H -1.77 -0.68 -4.13  0.066
H -0.18 -0.62 -4.89  0.081
H 1.62 -0.81 -2.35  0.025
H 1.80 -1.64 -3.91  0.082
H 1.74 -2.57 -2.40  0.075
H -1.21 -4.69 -1.98  0.094
H -0.44 -6.99 -2.29  0.068
H -0.70 -7.56 -0.64  0.075
H 0.92 -7.61 -1.33  0.067
H 1.86 -6.21 0.55  0.106
H 2.28 -3.96 1.41  0.110
H 0.04 -2.33 4.37  0.084
H 0.93 -3.71 3.72  0.090
H -0.20 -2.85 2.69  0.059
H 2.41 -1.69 5.07  0.115
H 4.56 -0.82 5.73  0.069
H 4.64 0.77 4.96  0.076
H 5.78 -0.48 4.48  0.072
H 4.97 -0.06 2.07  0.116
H 4.47 -0.25 -0.17  0.075
H 2.76 -0.02 -0.56  0.012
H 3.45 -1.63 -0.62  0.087
C -3.85 1.13 1.38  -0.127
O -2.60 1.31 0.71  -0.204
H -4.31 2.09 1.62  0.084
H -3.74 0.55 2.29  0.057
H -4.50 0.60 0.70  0.077
H -2.00 1.79 1.29  0.005
Br -3.15 1.66 6.78  0.687
C -2.92 0.47 5.31  -0.692
C -3.71 -0.66 5.23  -0.126
C -3.53 -1.52 4.15  -0.014
C -2.60 -1.24 3.16  -0.154
C -1.82 -0.09 3.27  -0.070
C -1.97 0.77 4.34  -0.123
C -2.46 -2.17 1.96  -0.636
O -2.84 -3.34 2.08  0.002
O -2.04 -1.58 0.91  -0.190
H -4.44 -0.87 6.00  0.093
H -4.12 -2.43 4.06  0.118
H -1.09 0.10 2.50  0.091
H -1.35 1.66 4.44  0.092
C -0.32 3.36 2.07  -0.217
Si 1.03 3.41 0.75  0.298
C 2.56 2.71 1.57  -0.216
C 1.38 5.23 0.48  -0.211
Si 0.37 2.11 -1.08  0.234
Si -1.38 3.41 -2.03  0.332
C -0.84 5.10 -2.66  -0.224
C -2.10 2.56 -3.55  -0.224
C -2.88 3.84 -0.99  -0.218
Si 2.06 2.49 -2.68  0.321
C 2.54 4.29 -2.96  -0.212
C 1.64 1.84 -4.39  -0.217
C 3.74 1.73 -2.30  -0.230
H -0.02 3.94 2.95  0.041
H -0.50 2.33 2.40  0.001
H -1.26 3.78 1.70  0.022
H 2.79 3.26 2.50  0.035
H 3.44 2.78 0.91  0.026
H 2.43 1.65 1.83  0.012
H 1.63 5.70 1.45  0.031
H 0.51 5.76 0.07  0.013
H 2.22 5.40 -0.20  0.007
H -0.14 5.03 -3.49  0.001
H -0.36 5.70 -1.87  0.011
H -1.72 5.65 -3.01  0.028
H -1.33 2.32 -4.30  0.005
H -2.85 3.21 -4.02  0.033
H -2.59 1.62 -3.27  0.019
H -2.60 4.26 -0.02  0.017
H -3.49 2.96 -0.80  0.012
H -3.47 4.59 -1.53  0.029
H 1.74 4.89 -3.40  -0.002
H 3.39 4.32 -3.65  0.029
H 2.84 4.78 -2.03  0.008
H 0.78 2.35 -4.83  0.020
H 1.41 0.77 -4.37  -0.011
H 2.50 1.99 -5.06  0.035
H 4.05 1.90 -1.26  0.012
H 4.49 2.19 -2.96  0.029
H 3.75 0.64 -2.47  0.020

2.
A structure of composition C39H68Cl3GeN2O3S5SbSi3Ti in a non-equilibrium geometry. Source: the OMol25 dataset; level of theory: wB97M-V/def2-TZVPD.

<S²> = 2.03
E_HOMO (spin up / spin down) = -0.2528 / -0.2629 Ha
LUMO level (spin up / spin down) = -0.009 / -0.080 Eh
frontier orbital gap (spin up / spin down) = 6.64 / 4.99 eV
2S+1 = 3

Last column: Löwdin charge in e.
Geometry (Å):
Ti -0.06 0.95 1.93  0.349
S -0.55 6.23 7.22  0.592
C -0.46 5.11 6.04  -1.501
S 0.82 5.06 4.87  0.925
C 0.27 3.67 3.98  -1.110
C -0.94 3.09 4.43  -1.099
S -1.72 1.83 3.66  0.661
S -1.63 3.84 5.83  0.929
S 1.09 3.10 2.65  0.634
Cl 6.72 -1.59 2.91  0.664
C 5.25 -0.84 2.36  -0.672
C 4.20 -0.67 3.24  -0.124
C 3.03 -0.11 2.75  -0.531
Cl 1.72 0.15 3.88  0.758
C 2.82 0.27 1.41  -0.482
O 1.65 0.68 0.96  -0.355
C 3.97 0.18 0.61  -0.550
Cl 3.98 0.85 -0.99  0.781
C 5.15 -0.39 1.06  -0.130
H 4.28 -0.95 4.28  0.111
H 5.99 -0.47 0.39  0.106
C -0.13 -6.14 3.55  -0.118
C -0.56 -5.16 4.65  -0.275
C -1.27 -3.92 4.09  -0.308
C -0.36 -3.06 3.20  -0.387
Ge -1.07 -1.22 3.05  0.724
C -2.98 -1.49 2.54  -0.358
C -3.10 -2.05 1.13  -0.319
C -4.53 -2.36 0.69  -0.275
C -5.08 -3.63 1.34  -0.113
H 0.33 -7.03 3.98  0.066
H 0.59 -5.68 2.87  0.059
H -0.99 -6.46 2.96  0.071
H 0.32 -4.84 5.22  0.105
H -1.23 -5.67 5.34  0.102
H -1.63 -3.32 4.93  0.087
H -2.15 -4.24 3.53  0.099
H -0.26 -3.53 2.22  0.034
H 0.64 -3.01 3.64  0.059
H -1.18 -0.97 4.59  -0.043
H -3.50 -0.52 2.60  0.047
H -3.44 -2.16 3.27  0.053
H -2.51 -2.97 1.05  0.097
H -2.64 -1.35 0.43  0.055
H -4.58 -2.47 -0.40  0.101
H -5.17 -1.51 0.96  0.103
H -4.46 -4.49 1.09  0.070
H -6.10 -3.84 1.01  0.067
H -5.11 -3.54 2.43  0.066
C -3.57 1.47 -0.22  0.020
C -2.40 2.05 0.49  -0.466
C -2.47 3.46 0.94  -0.027
O -1.42 1.35 0.73  -0.196
H -4.47 1.64 0.37  0.108
H -3.44 0.40 -0.39  0.076
H -3.71 1.97 -1.18  0.098
H -2.66 4.11 0.08  0.084
H -1.55 3.77 1.43  0.047
H -3.30 3.59 1.63  0.104
C -0.60 6.51 -0.26  -0.226
Si -0.15 5.36 -1.68  0.294
C 0.93 6.31 -2.88  -0.220
C -1.69 4.95 -2.66  -0.230
Sb 1.02 3.26 -0.77  0.923
Si 3.26 4.41 -0.33  0.283
C 4.39 3.55 0.89  -0.234
C 2.76 6.04 0.44  -0.233
C 4.18 4.72 -1.93  -0.219
Si 0.77 1.76 -2.86  0.320
C 1.67 0.15 -3.05  -0.240
C -1.06 1.37 -2.79  -0.217
C 1.14 2.84 -4.35  -0.228
H -1.58 6.95 -0.43  0.032
H 0.13 7.32 -0.19  0.023
H -0.61 6.01 0.71  0.012
H 0.43 7.23 -3.18  0.038
H 1.13 5.73 -3.78  0.018
H 1.89 6.58 -2.45  -0.003
H -2.23 5.88 -2.87  0.038
H -2.39 4.27 -2.15  0.000
H -1.44 4.49 -3.61  0.014
H 3.85 2.93 1.61  -0.003
H 4.92 4.32 1.45  0.038
H 5.12 2.92 0.38  0.005
H 1.98 5.90 1.19  0.013
H 2.38 6.75 -0.30  0.006
H 3.61 6.50 0.94  0.037
H 3.93 3.99 -2.70  0.009
H 5.26 4.68 -1.77  0.031
H 3.95 5.71 -2.33  0.017
H 1.89 -0.33 -2.10  -0.017
H 2.60 0.28 -3.59  0.027
H 1.01 -0.52 -3.62  0.021
H -1.30 0.93 -1.82  -0.002
H -1.33 0.66 -3.57  0.045
H -1.67 2.27 -2.91  0.005
H 2.10 3.34 -4.26  0.016
H 0.37 3.61 -4.49  0.002
H 1.16 2.23 -5.26  0.036
C -0.47 -6.82 -2.52  -0.070
C -1.26 -5.54 -2.30  -0.204
N -1.07 -4.54 -3.34  -0.053
C -1.67 -4.80 -4.65  -0.198
C -0.64 -5.20 -5.70  -0.069
C -0.47 -3.34 -3.17  -0.417
O -0.46 -2.48 -4.04  0.061
C 0.21 -3.08 -1.85  -0.132
C 1.34 -3.76 -1.43  -0.004
C 1.89 -3.42 -0.20  -0.019
C 1.28 -2.43 0.55  -0.153
N 0.23 -1.74 0.13  0.082
C -0.28 -2.05 -1.05  -0.080
H -0.60 -7.49 -1.67  0.078
H 0.59 -6.61 -2.63  0.069
H -0.81 -7.34 -3.41  0.069
H -1.00 -5.10 -1.34  0.111
H -2.33 -5.77 -2.25  0.121
H -2.18 -3.89 -4.97  0.119
H -2.41 -5.59 -4.52  0.118
H 0.07 -4.39 -5.85  0.074
H -1.13 -5.40 -6.65  0.076
H -0.10 -6.10 -5.40  0.065
H 1.77 -4.54 -2.04  0.120
H 2.77 -3.92 0.17  0.113
H 1.65 -2.20 1.55  0.097
H -1.13 -1.47 -1.39  0.120

We obtain electronic energy values of -5998.98638 -9268.87999 Ha for the records listed above, in that order.
We obtain energy above the lowest of the compared OMol25 structures with the same formula, charge and spin values of 81.1 34.8 kcal/mol for the records listed above, in that order.